The following is a quantum chemistry calculation of 2 unconnected molecules or ions with the total composition C14H26NO8S, from the Open Molecules 2025 dataset.

Geometry as ORCA input:
```
! wB97M-V def2-TZVPD RIJCOSX def2/J DEFGRID3
* xyz -1 1
C 1.4286 -0.2769 1.8069
C 0.0439 0.2364 1.1807
C -0.2950 1.5194 2.0449
C 0.6139 2.7261 1.5069
C 0.9887 3.7553 2.6374
C 2.3249 3.3899 3.4170
S 1.9774 3.5129 5.2284
O 3.2071 3.4151 5.9982
O 1.0448 2.4324 5.5425
O 1.2269 4.9611 5.4111
C 0.0777 0.4298 -0.3998
O -1.3566 0.4144 -0.6968
C -2.1735 -0.2470 0.2806
O -3.3495 -0.2810 0.3581
C -1.0472 -0.9402 1.1786
C -1.4471 -1.5863 2.5506
O -0.6182 -1.9290 3.4216
O -2.7071 -1.8119 2.7607
H 2.2083 -0.2050 0.9841
H 1.8013 0.4053 2.6148
H 1.3812 -1.3469 2.1223
H -0.0095 1.4011 3.1252
H -1.3899 1.7874 1.9951
H -0.0353 3.2612 0.7537
H 1.5098 2.3246 0.9563
H 0.1184 3.9006 3.3349
H 1.1605 4.7522 2.1379
H 3.1226 4.1309 3.1472
H 2.6350 2.3418 3.1971
H 0.4243 4.8022 5.9531
H 0.3887 1.4249 -0.8018
H 0.5957 -0.3787 -0.9736
H -0.5928 -1.6531 0.4262
C -1.1342 -2.6769 -2.7070
C -0.9727 -1.7103 -3.8727
C -1.4002 -2.3027 -5.2279
O -0.4621 -3.2064 -5.7988
C -0.5365 -4.5282 -5.2943
N 0.4147 -1.2332 -3.9047
H -0.3564 -3.4422 -2.6816
H -1.0796 -2.1298 -1.7644
H -2.1044 -3.1777 -2.7469
H -1.6239 -0.8538 -3.6714
H -1.4810 -1.4780 -5.9440
H -2.3948 -2.7616 -5.1707
H -1.5626 -4.8189 -5.0530
H 0.1045 -4.6367 -4.4172
H -0.1573 -5.2032 -6.0643
H 0.4973 -0.5152 -4.6210
H 0.9911 -1.9944 -4.2600
*
```

Properties
* Kohn-Sham gap: 6.1150 eV
* HOMO level: -3.92 eV
* LUMO energy: 0.081 Ha

The following is a quantum chemistry calculation of a molecular structure, C47H77BGaN4P2Sb, from the Open Molecules 2025 dataset.

Geometry as ORCA input:
```
! wB97M-V def2-TZVPD RIJCOSX def2/J DEFGRID3
* xyz 2 1
Ga 0.4453 0.5932 -0.2370
C -3.4058 3.7087 -1.7556
C -3.5171 3.2524 -0.2982
C -2.6903 4.2159 0.5555
C -4.9716 3.3099 0.1571
P -2.6584 1.5382 -0.1975
C -2.3596 1.3744 1.6634
N -1.6647 0.1351 1.9251
B -0.5057 -0.3636 1.3159
N -0.2439 -1.6600 1.7649
C 0.7670 -2.5985 1.3377
P 0.7260 -2.7490 -0.5487
C 2.5873 -2.8078 -0.9726
C 2.7728 -3.0205 -2.4780
C 3.0784 -1.3885 -0.6753
C 3.4101 -3.8353 -0.1992
C -0.0292 -4.4906 -0.7257
C -1.5263 -4.2449 -0.5078
C 0.4389 -5.5809 0.2392
C 0.1988 -4.9834 -2.1556
C -1.2276 -1.9552 2.7048
C -1.4379 -3.0903 3.4708
C -2.5231 -3.1065 4.3267
C -3.3742 -2.0137 4.4348
C -3.1703 -0.8699 3.6855
C -2.0978 -0.8493 2.8070
C -3.9535 0.1551 -0.4985
C -5.1225 0.0373 0.4789
C -3.1769 -1.1669 -0.4315
C -4.5017 0.3577 -1.9111
H -3.8785 4.6812 -1.8747
H -3.8984 3.0199 -2.4366
H -2.3585 3.8040 -2.0419
H -2.9261 5.2402 0.2757
H -1.6311 4.0634 0.3771
H -2.9048 4.1091 1.6156
H -5.2793 4.3529 0.2253
H -5.1031 2.8661 1.1405
H -5.6383 2.8264 -0.5512
H -3.2861 1.4342 2.2381
H -1.7187 2.2146 1.9593
H 0.5734 -3.5650 1.7997
H 1.7491 -2.2536 1.6676
H 2.0817 -2.3943 -3.0408
H 2.6235 -4.0531 -2.7700
H 3.7882 -2.7421 -2.7588
H 2.5633 -0.6774 -1.3357
H 4.1482 -1.3061 -0.8655
H 2.8893 -1.1100 0.3577
H 3.2070 -4.8363 -0.5705
H 3.2129 -3.8084 0.8717
H 4.4710 -3.6416 -0.3554
H -1.7207 -3.7765 0.4560
H -2.0670 -5.1874 -0.5286
H -1.9249 -3.6048 -1.2902
H 0.0243 -5.4583 1.2365
H 1.5190 -5.6516 0.3116
H 0.0711 -6.5339 -0.1385
H 0.0711 -4.1798 -2.8804
H -0.5133 -5.7728 -2.3900
H 1.1959 -5.4009 -2.2702
H -0.7921 -3.9513 3.4178
H -2.7009 -3.9865 4.9213
H -4.2058 -2.0475 5.1193
H -3.8229 -0.0214 3.8078
H -4.7917 -0.0181 1.5127
H -5.6478 -0.8928 0.2617
H -5.8388 0.8443 0.3706
H -3.0475 -1.4879 0.5983
H -2.1908 -1.0915 -0.9039
H -3.7423 -1.9509 -0.9334
H -5.1235 1.2479 -1.9495
H -5.1204 -0.4917 -2.2001
H -3.6950 0.4572 -2.6372
C 4.8228 -1.0507 2.2342
C 3.5914 -0.9230 3.0842
C 3.4385 -1.8022 4.1492
C 2.3638 -1.7197 5.0146
C 1.4378 -0.7013 4.8577
C 1.5434 0.1855 3.8016
C 0.6566 1.3886 3.7318
C 2.5885 0.0367 2.8706
N 2.5183 0.8123 1.7088
C 3.3945 1.6874 1.3895
C 4.5500 2.1044 2.2413
C 3.1031 2.4633 0.1671
C 4.0776 3.5082 -0.2488
N 1.9951 2.2419 -0.4490
C 1.4967 3.1992 -1.3707
C 1.6350 3.0439 -2.7488
C 2.5126 1.9617 -3.2975
C 1.0365 3.9836 -3.5796
C 0.3220 5.0436 -3.0525
C 0.2354 5.2062 -1.6797
C 0.8424 4.3079 -0.8181
C 0.8303 4.5289 0.6679
H 5.6969 -0.7891 2.8298
H 4.8025 -0.4047 1.3628
H 4.9643 -2.0788 1.9115
H 4.1900 -2.5618 4.2966
H 2.2722 -2.4233 5.8284
H 0.6306 -0.5851 5.5659
H -0.3125 1.1769 4.1752
H 0.5328 1.7300 2.7024
H 1.1213 2.1946 4.2995
H 4.6114 1.4900 3.1365
H 4.4161 3.1423 2.5458
H 5.4960 2.0450 1.7078
H 4.2555 4.2367 0.5404
H 3.7454 4.0364 -1.1378
H 5.0336 3.0281 -0.4580
H 2.4922 1.0748 -2.6574
H 3.5420 2.3215 -3.3501
H 2.2062 1.6924 -4.3040
H 1.1474 3.8946 -4.6482
H -0.1573 5.7569 -3.7011
H -0.2869 6.0540 -1.2680
H 0.1858 5.3652 0.9245
H 1.8297 4.7691 1.0308
H 0.4918 3.6316 1.1983
C -1.3041 1.4116 -4.2140
Sb -0.4140 -0.2774 -3.2091
C 0.7914 -0.9108 -4.8962
C -1.9265 -1.7412 -3.7272
H -2.0455 1.0591 -4.9237
H -0.5320 1.9567 -4.7440
H -1.7716 2.0820 -3.5028
H 0.3249 -0.5300 -5.7993
H 0.8014 -1.9944 -4.9377
H 1.8098 -0.5471 -4.8453
H -2.2281 -1.5526 -4.7528
H -2.7933 -1.6948 -3.0838
H -1.4996 -2.7354 -3.6643
*
```

Properties
* Kohn-Sham gap: 6.1890 eV
* relative energy (zero: lowest compared OMol25 entry of this formula, charge and spin): 34.2 kJ/mol
* HOMO level: -12.65 eV
* LUMO energy: -0.237 Ha

The following is a quantum chemistry calculation of a gas-phase ion, C2H4NOS2 (charge -1), from the Open Molecules 2025 dataset.

Geometry as ORCA input:
```
! wB97M-V def2-TZVPD RIJCOSX def2/J DEFGRID3
* xyz -1 1
C -0.5497 -0.3997 0.1240
C 0.3120 0.7458 -0.4877
N -0.7301 -1.4169 -0.8249
O -1.8644 -1.9232 -0.9069
S 1.0599 1.6915 0.9196
S 2.4512 0.4751 1.8391
H 0.0410 -0.8386 0.9843
H -1.5144 0.0417 0.5122
H 0.9933 0.2068 -1.0286
H -0.1988 1.4174 -1.1310
*
```

Properties
* Kohn-Sham gap: 5.6561 eV
* relative energy (zero: lowest compared OMol25 entry of this formula, charge and spin): 204.5 kJ/mol
* SMILES string: O=NCCS[S-]
* HOMO level: -2.53 eV
* LUMO energy: 0.115 Ha

The following is a quantum chemistry calculation of 11 unconnected molecules or ions with the total composition C21H63N17O13, from the Open Molecules 2025 dataset.

Geometry as ORCA input:
```
! wB97M-V def2-TZVPD RIJCOSX def2/J DEFGRID3
* xyz 0 1
C -16.4291 2.5948 22.1239
C -17.2872 2.0720 20.9659
O -16.4426 1.4255 19.9992
O -15.5548 3.6417 21.8582
H -16.0864 1.6929 22.6492
H -17.2053 3.0345 22.7674
H -17.8006 2.9333 20.5243
H -18.0384 1.3868 21.3710
H -15.6167 1.3894 20.5008
H -14.7190 3.2103 21.6242
C -21.9609 2.1443 21.2104
C -21.9250 1.4793 19.8387
O -20.7977 1.9661 19.1083
O -20.7549 1.9180 21.9652
H -22.8037 1.7894 21.8051
H -22.0262 3.2211 21.0553
H -22.8171 1.6043 19.2186
H -21.8773 0.3938 19.9679
H -20.5844 1.2972 18.4497
H -20.5881 0.9559 21.8896
C -15.1160 4.0883 16.5456
O -15.9380 3.5099 15.8424
N -14.0821 4.8838 16.1793
N -15.1197 3.8410 17.8888
H -13.8023 4.9383 15.2163
H -13.5888 5.4351 16.8523
H -14.5039 4.2296 18.5773
H -15.8598 3.2546 18.2416
C -20.2171 5.9301 17.9154
O -20.5347 7.0877 18.1544
N -20.4358 5.3132 16.7288
N -19.7290 5.0764 18.8756
H -20.1702 4.3484 16.6785
H -20.6919 5.8791 15.9422
H -19.4567 5.4412 19.7699
H -19.9644 4.0989 18.8259
C -12.1010 0.9674 24.6533
O -11.5980 0.0400 24.0064
N -12.2677 0.8727 26.0164
N -12.4690 2.1448 24.1432
H -11.6996 0.1971 26.4950
H -12.5679 1.6820 26.5317
H -12.5624 2.2536 23.1495
H -12.9958 2.7681 24.7350
C -14.7727 3.4980 26.0855
O -14.2971 4.6193 25.9782
N -14.7724 2.8103 27.2912
N -15.3458 2.7347 25.1352
H -14.5712 3.2959 28.1461
H -15.2290 1.9169 27.3091
H -15.2955 3.1507 24.2150
H -16.2262 2.3475 25.4539
C -18.8117 1.9218 25.1783
O -18.4638 2.2724 26.3193
N -18.7224 0.6501 24.7624
N -19.3395 2.7981 24.3134
H -18.4676 -0.0402 25.4482
H -18.9959 0.2203 23.8857
H -19.7954 2.5661 23.4388
H -19.4947 3.7171 24.6904
C -19.8330 -1.3183 21.5430
O -19.9193 -0.6592 22.5793
N -20.1802 -2.6476 21.5368
N -19.7142 -0.8818 20.2559
H -19.9228 -3.1951 20.7362
H -20.4278 -3.1803 22.3517
H -19.7410 -1.4457 19.4325
H -19.5308 0.1126 20.1985
C -12.3421 1.7789 20.7097
O -13.4483 1.9199 21.2777
N -11.6181 0.6575 20.8592
N -11.8082 2.7414 19.9211
H -11.8479 -0.0249 21.5638
H -10.6988 0.8137 20.4836
H -10.9796 2.5337 19.3980
H -12.3185 3.6037 19.8923
C -16.0743 7.1126 21.1700
O -15.5667 8.2069 20.8776
N -16.6035 6.3526 20.2163
N -15.9665 6.5680 22.4159
H -16.5341 6.7521 19.2963
H -16.8928 5.4033 20.3743
H -15.8874 7.1662 23.2164
H -16.2602 5.6173 22.5546
C -16.0777 -5.4104 23.2409
C -16.1225 -4.1729 22.3815
C -16.6048 -3.0805 23.3789
C -16.2572 -1.6157 23.1277
C -14.7295 -1.4773 22.8042
C -14.2364 -2.5017 21.7793
N -14.7643 -3.8908 21.8988
O -14.3506 -4.7653 20.8987
C -14.3767 -1.8641 20.3463
C -12.7248 -2.8080 21.9237
C -17.2385 -4.2546 21.3370
H -16.9495 -5.5918 23.8738
H -15.2649 -5.3375 23.9670
H -15.9085 -6.3289 22.6701
H -17.6973 -3.0889 23.3803
H -16.2298 -3.2222 24.3952
H -16.4412 -1.1801 24.1099
H -16.8430 -1.1281 22.3460
H -14.1282 -1.5718 23.7104
H -14.7311 -0.4336 22.4912
H -15.3787 -1.7229 19.9340
H -14.1586 -0.7990 20.4827
H -13.6310 -2.2840 19.6772
H -12.4700 -3.1578 22.9220
H -12.2899 -3.2689 21.0430
H -12.2545 -1.8149 21.9350
H -16.8886 -5.1077 20.7387
H -17.2646 -3.3540 20.7246
H -18.2044 -4.6343 21.6639
H -13.8614 -5.4837 21.3156
*
```

Properties
* Kohn-Sham gap: 8.0604 eV
* relative energy (zero: lowest compared OMol25 entry of this formula, charge and spin): 186.3 kJ/mol
* SMILES string: CC1(C)CCCC(C)(C)N1O.NC(N)=O.NC(N)=O.NC(N)=O.NC(N)=O.NC(N)=O.NC(N)=O.NC(N)=O.NC(N)=O.OCCO.OCCO
* HOMO level: -8.30 eV
* LUMO energy: -0.009 Ha

The following is a quantum chemistry calculation of 2 unconnected molecules or ions with the total composition C4H8O3, from the Open Molecules 2025 dataset.

Geometry as ORCA input:
```
! wB97M-V def2-TZVPD RIJCOSX def2/J DEFGRID3
* xyz 0 1
C 1.2930 0.4121 -0.7185
C -0.1123 -0.2010 -0.8270
C -1.1413 0.7472 -0.3224
O -1.5960 0.7632 0.7895
C 2.2395 -0.4677 -1.5023
O 2.7929 -0.1181 -2.5084
H 1.3661 1.3927 -1.1709
H 1.5869 0.4711 0.3350
H -0.3083 -0.4200 -1.8782
H -0.0785 -1.1887 -0.3718
H -1.4072 1.5867 -0.9848
H 2.3587 -1.5147 -1.1536
H -1.9080 -0.4245 2.7542
H -2.8085 -0.8812 3.9567
O -2.2769 -0.1569 3.6024
*
```

Properties
* Kohn-Sham gap: 10.8311 eV
* relative energy (zero: lowest compared OMol25 entry of this formula, charge and spin): 174.4 kJ/mol
* SMILES string: O=CCCC=O.O
* HOMO level: -10.21 eV
* LUMO energy: 0.023 Ha

The following is a quantum chemistry calculation of 10 unconnected molecules or ions with the total composition C4H27NO10, from the Open Molecules 2025 dataset.

Geometry as ORCA input:
```
! wB97M-V def2-TZVPD RIJCOSX def2/J DEFGRID3
* xyz 0 1
C 1.4209 0.7073 -1.8477
N 1.3546 -0.2389 -0.9032
C 2.0628 -0.0877 0.3870
C 3.2077 -1.2124 0.3324
C 2.6512 -2.6280 0.5538
O 1.8144 1.8791 -1.6435
H 0.9688 0.4904 -2.8193
H 0.8549 -1.1125 -0.9342
H 2.5810 0.8513 0.3247
H 1.3898 -0.4083 1.1709
H 3.7943 -1.0806 -0.5807
H 3.8558 -0.8623 1.1273
H 2.7272 -3.0026 1.5710
H 3.1448 -3.3840 -0.0840
H 1.5942 -2.4268 0.4041
H -3.3997 2.6624 -0.1510
H -1.8877 2.6565 -0.2299
O -2.6310 2.1625 0.1480
H -2.1927 0.3091 1.1304
H -1.8360 0.1149 2.5974
O -2.0030 -0.3850 1.7900
H 0.1306 2.6295 -1.8013
H -0.7022 2.9167 -3.1213
O -0.7511 2.7984 -2.1616
H -3.6749 -1.1102 -0.8226
H -3.1358 -0.2066 -1.8574
O -2.9182 -1.0554 -1.4538
H -0.3843 -2.9283 -1.8812
H -1.1856 -1.6277 -2.1370
O -0.4657 -2.1810 -2.4762
H -0.5994 3.0936 2.2098
H 0.8465 3.0579 1.5749
O 0.2351 2.6225 2.2018
H -0.6417 -3.3972 2.2946
H -1.1086 -2.1900 1.6659
O -0.2571 -2.6050 1.8928
H 2.2998 2.7083 0.5876
H 2.2082 3.9792 -0.4450
O 2.2115 3.6360 0.4566
H -3.5933 -1.0883 1.4039
H -3.8135 -2.4778 0.7363
O -4.1726 -1.5791 0.7897
*
```

Properties
* Kohn-Sham gap: 9.8201 eV
* relative energy (zero: lowest compared OMol25 entry of this formula, charge and spin): 102.1 kJ/mol
* SMILES string: CCCNC=O.O.O.O.O.O.O.O.O.O
* HOMO level: -9.63 eV
* LUMO energy: 0.007 Ha